Record 1
20
Properties=species:S:1:pos:R:3:lowdin_charge:R:1 method="wB97M-V/def2-TZVPD" total_energy_ev=-21801.89983 homo_lumo_gap_ev=8.1 total_charge=0 de_lowest_kj_mol=198.7
C -2.26892 -1.09951 -0.28882 -0.07
C -1.46271 -2.02136 0.44712 -0.07
C -1.84627 0.20452 -0.46572 -0.05
C -0.10373 -1.71934 0.64366 -0.02
C -0.53408 0.51780 -0.10680 -0.19
C 0.35486 -0.38892 0.43966 -0.24
C 1.36673 2.15855 0.17443 -0.13
C -0.04543 1.94053 -0.27738 -0.10
C 1.72443 -0.05875 0.72053 -0.33
N 2.11583 1.28787 0.72579 0.03
S 3.04625 -0.94849 -0.98235 0.47
H -3.31305 -1.18676 -0.67838 0.12
H -2.01308 -2.97708 0.65000 0.11
H -2.43322 0.90437 -0.92937 0.09
H 0.39273 -2.56787 1.09187 0.11
H 1.86759 3.06032 0.24966 0.09
H -0.20682 2.20735 -1.38841 0.15
H -0.75350 2.63916 0.36573 0.16
H 2.06642 -0.79041 1.47817 0.10
H 2.04597 -1.16197 -1.86936 -0.23



Record 2
18
Properties=species:S:1:pos:R:3:lowdin_charge:R:1 method="wB97M-V/def2-TZVPD" total_energy_ev=-28053.93397 homo_lumo_gap_ev=9.5 total_charge=0 de_lowest_kj_mol=39.2
C 2.06404 0.10841 0.45040 -0.17
C 1.42351 -0.03989 -0.97331 -0.17
C 0.04340 -0.01510 -0.30290 -0.79
C 0.71352 -0.31580 1.06450 -0.17
C -1.03179 -0.97167 -0.79126 -0.52
S -2.59940 -0.62786 0.03184 0.80
C -2.25994 1.11372 0.41576 -0.77
S -0.73451 1.64179 -0.40922 0.88
H 2.30318 1.18154 0.63663 0.11
H 2.93780 -0.51973 0.69767 0.10
H 1.66570 0.69388 -1.75670 0.10
H 1.60240 -1.12003 -1.35474 0.14
H 0.69121 -1.40957 1.36051 0.13
H 0.29859 0.21670 1.88921 0.09
H -1.16118 -0.85470 -1.90332 0.09
H -0.73327 -2.05484 -0.59436 0.10
H -3.06474 1.74229 0.06107 0.02
H -2.15853 1.23086 1.47822 0.02



Record 3
16
Properties=species:S:1:pos:R:3:lowdin_charge:R:1 method="wB97M-V/def2-TZVPD" total_energy_ev=-7734.44734 homo_lumo_gap_ev=10.3 total_charge=+1 de_lowest_kj_mol=368.3
C -1.86883 -0.14466 -0.18548 0.01
N -0.75650 0.77347 0.07457 0.09
C 0.60092 0.18635 0.11324 -0.45
N 1.56902 1.20484 -0.11563 0.14
C 0.80978 -1.09217 0.74913 -0.15
N 0.53432 -1.17695 -0.61222 0.08
H -1.58042 -0.77250 -1.03874 0.12
H -2.14078 -0.72350 0.66576 0.11
H -2.64765 0.44416 -0.46885 0.08
H -1.01931 1.31801 0.80580 0.14
H -0.64009 1.43394 -0.81529 0.25
H 1.53327 1.62298 -0.96529 0.05
H 2.54302 0.99315 0.26549 0.15
H 1.83531 -1.15532 1.34710 0.18
H 0.04816 -1.35901 1.45557 0.10
H 1.17980 -1.55278 -1.27517 0.12